No. 1
Entry from the Open Molecules 2025 dataset: a molecular structure, C12H19F2N6RhS (wB97M-V/def2-TZVPD).

The LUMO energy is -7.450 eV. The total charge is +2. The calculation puts the HOMO energy at -15.203 eV. The value obtained for the HOMO-LUMO gap is 7.7533 eV.

Geometry (Å):
1 Rh 0.7038 -1.2780 0.0939
2 N 3.8145 -2.8820 2.2629
3 C 3.2517 -4.1201 2.0799
4 C 2.1228 -3.9253 1.3434
5 N 2.0109 -2.5877 1.0670
6 C 3.0368 -1.9794 1.6509
7 C 3.0213 -0.5393 1.5748
8 N 1.9739 -0.0250 0.9413
9 C 2.0095 1.3378 1.1007
10 C 3.1301 1.6459 1.8055
11 N 3.7552 0.4534 2.0895
12 H 4.6510 -2.7047 2.7981
13 H 3.6995 -5.0149 2.4752
14 H 1.4221 -4.6546 0.9759
15 H 1.2475 1.9830 0.7053
16 H 3.5315 2.5906 2.1274
17 H 4.6019 0.3608 2.6303
18 C -2.0882 2.9874 -0.9860
19 N -1.2857 1.9822 -1.6958
20 C 0.0234 2.4518 -2.1541
21 C -1.6322 0.6950 -1.7260
22 S -0.3502 -0.5165 -1.8036
23 N -2.9029 0.3302 -1.7694
24 C -3.9527 1.2146 -2.2922
25 C -3.3680 -1.0269 -1.4751
26 H -1.4069 3.5918 -0.3882
27 H -2.7914 2.5022 -0.3157
28 H -2.6205 3.6457 -1.6711
29 H -0.0930 3.4797 -2.4912
30 H 0.3794 1.8526 -2.9855
31 H 0.7614 2.4273 -1.3520
32 H -3.5140 1.9783 -2.9269
33 H -4.5328 1.6754 -1.4943
34 H -4.6196 0.6039 -2.8976
35 H -2.5936 -1.5969 -0.9793
36 H -3.6497 -1.5317 -2.3991
37 H -4.2414 -0.9581 -0.8281
38 F -1.4226 -0.0645 1.3341
39 C -0.6727 -1.1753 1.4863
40 F -0.1089 -1.1375 2.7017
41 H -1.3015 -2.0714 1.3870

How positive or negative is each atom? The Löwdin charges in e answer that: Rh 0.854; N 0.159; C -0.012; C -0.052; N -0.018; C -0.233; C -0.214; N -0.037; C -0.050; C -0.006; N 0.165; H 0.185; H 0.141; H 0.129; H 0.110; H 0.142; H 0.187; C -0.017; N -0.181; C -0.051; C -0.638; S 0.727; N -0.164; C -0.005; C -0.037; H 0.104; H 0.097; H 0.105; H 0.108; H 0.080; H 0.068; H 0.102; H 0.106; H 0.109; H 0.040; H 0.111; H 0.111; F 0.027; C -0.444; F 0.058; H 0.137

No. 2
Entry from the Open Molecules 2025 dataset: C19H23NO5S in the gas phase (wB97M-V/def2-TZVPD).

The LUMO energy is 0.532 eV. The energy relative to the best compared isomer or geometry (same formula, charge and spin) comes out at 15.0 kcal per mole. The total charge is 0. The calculation puts the HOMO energy at -8.829 eV. As for the structure (SMILES): COc1ccccc1S(=O)(=O)Cc1ccc(C(=O)NC2CCCCC2)o1. The value obtained for the HOMO-LUMO gap is 9.3612 eV.

Geometry (Å):
1 C 2.2105 2.7812 1.5722
2 O 1.8122 1.4757 1.1804
3 C 1.7088 1.2655 -0.1701
4 C 0.6866 1.8202 -0.9341
5 C 0.5674 1.4847 -2.2724
6 C 1.4515 0.5950 -2.8623
7 C 2.4864 0.0602 -2.1137
8 C 2.6127 0.4098 -0.7852
9 S 4.0226 -0.1673 0.1665
10 O 4.6778 0.9683 0.7594
11 O 4.8109 -1.0147 -0.6839
12 C 3.2987 -1.2246 1.4975
13 C 2.3094 -2.0870 0.8393
14 C 2.4474 -3.2379 0.1121
15 C 1.1629 -3.5555 -0.3772
16 C 0.3233 -2.5716 0.0746
17 C -1.1348 -2.4152 -0.0832
18 O -1.8209 -3.2323 -0.6690
19 N -1.6211 -1.2990 0.4989
20 C -3.0371 -0.9922 0.5421
21 C -3.5370 -0.4742 -0.8119
22 C -2.9299 0.8856 -1.1351
23 C -3.2578 1.8903 -0.0344
24 C -2.7302 1.3982 1.3100
25 C -3.3135 0.0265 1.6465
26 O 1.0247 -1.6713 0.8115
27 H 1.6175 3.5508 1.0710
28 H 3.2719 2.9237 1.3503
29 H 2.0487 2.8343 2.6470
30 H -0.0145 2.5020 -0.4755
31 H -0.2287 1.9189 -2.8586
32 H 1.3405 0.3291 -3.9016
33 H 3.2144 -0.6148 -2.5351
34 H 2.8460 -0.5491 2.2160
35 H 4.1292 -1.7790 1.9225
36 H 3.3562 -3.7800 -0.0466
37 H 0.8789 -4.3936 -0.9787
38 H -0.9768 -0.6631 0.9402
39 H -3.5562 -1.9349 0.7592
40 H -3.2755 -1.2020 -1.5804
41 H -4.6250 -0.3955 -0.7733
42 H -1.8474 0.7791 -1.2270
43 H -3.3159 1.2425 -2.0919
44 H -2.8231 2.8639 -0.2723
45 H -4.3411 2.0173 0.0275
46 H -2.9957 2.1067 2.0976
47 H -1.6393 1.3433 1.2735
48 H -4.3945 0.1172 1.7664
49 H -2.9016 -0.3355 2.5912

How positive or negative is each atom? The Löwdin charges in e answer that: C -0.050; O -0.126; C -0.281; C -0.006; C -0.067; C -0.057; C -0.035; C -0.201; S 0.728; O -0.298; O -0.302; C -0.109; C -0.323; C 0.011; C 0.034; C -0.158; C -0.429; O 0.082; N 0.123; C -0.306; C -0.140; C -0.197; C -0.201; C -0.197; C -0.145; O 0.077; H 0.091; H 0.088; H 0.097; H 0.117; H 0.111; H 0.109; H 0.118; H 0.109; H 0.121; H 0.121; H 0.121; H 0.130; H 0.151; H 0.113; H 0.120; H 0.081; H 0.112; H 0.104; H 0.114; H 0.111; H 0.094; H 0.120; H 0.117

No. 3
Entry from the Open Molecules 2025 dataset: C20H30N4O in the gas phase (wB97M-V/def2-TZVPD).

The LUMO energy is 0.664 eV. The energy relative to the best compared isomer or geometry (same formula, charge and spin) comes out at 49.0 kcal per mole. The total charge is 0. The calculation puts the HOMO energy at -8.318 eV. As for the structure (SMILES): Cc1ccc(CN2CCN(CCCn3cccn3)C[C@H]2CCO)cc1. The value obtained for the HOMO-LUMO gap is 8.9823 eV.

Geometry (Å):
1 C -6.1488 3.5521 -0.1615
2 C -4.7921 3.0323 -0.5286
3 C -3.7377 3.9140 -0.7418
4 C -2.4821 3.4500 -1.0799
5 C -2.2413 2.0869 -1.2102
6 C -0.8598 1.5842 -1.5317
7 N 0.0238 1.7279 -0.3712
8 C 1.4247 1.5892 -0.7123
9 C 1.7819 0.1744 -1.2108
10 N 0.8288 -0.7744 -0.6631
11 C 1.1251 -2.1595 -0.9395
12 C 2.3274 -2.7640 -0.1956
13 C 2.5358 -4.2256 -0.5973
14 N 3.6602 -4.8020 0.0856
15 C 3.6876 -5.3301 1.3257
16 C 4.9894 -5.6954 1.5767
17 C 5.6814 -5.3349 0.4131
18 N 4.8660 -4.7957 -0.4721
19 C 0.5043 -0.4622 0.7134
20 C -0.3267 0.8411 0.7420
21 C -0.1581 1.5583 2.0891
22 C -0.9854 2.8442 2.1650
23 O -0.4461 3.8671 1.3737
24 C -3.2950 1.2064 -1.0092
25 C -4.5541 1.6734 -0.6732
26 H -6.0889 4.1696 0.7337
27 H -6.8435 2.7364 0.0228
28 H -6.5465 4.1711 -0.9653
29 H -3.9056 4.9762 -0.6386
30 H -1.6786 4.1528 -1.2429
31 H -0.9099 0.5425 -1.8751
32 H -0.4319 2.1947 -2.3326
33 H 2.0012 1.8233 0.1860
34 H 1.6813 2.3301 -1.4729
35 H 1.7115 0.1204 -2.3016
36 H 2.8225 -0.0527 -0.9255
37 H 0.2288 -2.7383 -0.6904
38 H 1.2920 -2.2464 -2.0174
39 H 2.1608 -2.7052 0.8823
40 H 3.2348 -2.2061 -0.4317
41 H 2.7397 -4.2897 -1.6686
42 H 1.6405 -4.8109 -0.3666
43 H 2.8014 -5.4153 1.9222
44 H 5.3840 -6.1544 2.4597
45 H 6.7235 -5.4496 0.1905
46 H -0.0859 -1.2793 1.1321
47 H 1.4086 -0.3428 1.3346
48 H -1.3851 0.5900 0.6297
49 H -0.4679 0.8787 2.8848
50 H 0.8907 1.8162 2.2483
51 H -2.0232 2.6303 1.8627
52 H -0.9968 3.2238 3.1908
53 H -0.2741 3.4645 0.5039
54 H -3.1326 0.1428 -1.1216
55 H -5.3603 0.9696 -0.5196

How positive or negative is each atom? The Löwdin charges in e answer that: C -0.053; C -0.284; C -0.035; C -0.037; C -0.223; C -0.133; N -0.141; C -0.147; C -0.160; N -0.185; C -0.202; C -0.160; C -0.148; N -0.189; C -0.086; C -0.078; C -0.168; N 0.069; C -0.137; C -0.281; C -0.128; C -0.266; O -0.084; C -0.047; C -0.044; H 0.081; H 0.072; H 0.082; H 0.116; H 0.118; H 0.122; H 0.130; H 0.121; H 0.124; H 0.120; H 0.115; H 0.123; H 0.125; H 0.110; H 0.111; H 0.128; H 0.129; H 0.116; H 0.085; H 0.094; H 0.130; H 0.126; H 0.136; H 0.120; H 0.116; H 0.114; H 0.115; H 0.047; H 0.113; H 0.108

No. 4
Entry from the Open Molecules 2025 dataset: C6H12N2O4S in the gas phase (wB97M-V/def2-TZVPD).

The LUMO energy is 0.372 eV. The energy relative to the best compared isomer or geometry (same formula, charge and spin) comes out at 13.3 kcal per mole. The total charge is 0. The calculation puts the HOMO energy at -9.051 eV. As for the structure (SMILES): N[C@@H](CO)C(=O)N[C@@H](CS)C(=O)O. The value obtained for the HOMO-LUMO gap is 9.4228 eV.

Geometry (Å):
1 N -2.0151 -0.3932 2.5290
2 C -0.6881 -0.4713 2.0242
3 C -0.3133 -1.9493 1.7176
4 O -0.9408 -2.4737 0.5804
5 C -0.6241 0.2273 0.6813
6 O -1.6719 0.4748 0.0790
7 N 0.5766 0.2943 0.0530
8 C 0.6102 0.8355 -1.3259
9 C 1.7247 1.8825 -1.3941
10 S 1.4378 3.0609 -2.7507
11 C 0.8111 -0.2444 -2.4419
12 O 1.4131 -0.0273 -3.4744
13 O 0.3262 -1.4674 -2.2075
14 H -2.1286 0.3120 3.2183
15 H -2.5670 -0.1657 1.6987
16 H 0.0811 0.0062 2.6889
17 H 0.7954 -2.0771 1.6553
18 H -0.6379 -2.4940 2.6715
19 H -1.8786 -2.4786 0.7961
20 H 1.3388 -0.2791 0.4078
21 H -0.3012 1.3370 -1.5021
22 H 2.7085 1.4023 -1.5835
23 H 1.7937 2.4960 -0.4794
24 H 0.3290 3.6290 -2.2571
25 H -0.1796 -1.4367 -1.3844

How positive or negative is each atom? The Löwdin charges in e answer that: N 0.062; C -0.326; C -0.232; O -0.037; C -0.445; O 0.053; N 0.111; C -0.264; C -0.504; S 0.734; C -0.454; O 0.089; O 0.140; H 0.073; H 0.075; H 0.166; H 0.125; H 0.141; H 0.105; H 0.159; H 0.117; H 0.092; H 0.078; H -0.141; H 0.081

No. 5
Entry from the Open Molecules 2025 dataset: a molecular structure, C20H43N2OP3PbS (wB97M-V/def2-TZVPD).

The LUMO energy (alpha / beta) is -14.954 / -14.258 eV. The energy relative to the best compared isomer or geometry (same formula, charge and spin) comes out at 35.1 kcal per mole. The total charge is +4. The calculation puts the HOMO energy (alpha / beta) at -19.086 / -19.090 eV. The value obtained for the HOMO-LUMO gap (alpha / beta) is 4.1319 / 4.8313 eV.

Geometry (Å):
1 Pb -0.0493 0.0530 0.7842
2 P -1.5595 2.1082 -1.3731
3 P -2.5516 -1.5500 1.0489
4 P 0.4163 -0.5404 -2.1143
5 H 4.1649 1.7447 1.6590
6 C 4.4764 1.7600 0.6104
7 C 4.0859 2.7536 -0.2061
8 H 3.4666 3.6066 0.1114
9 C -2.1872 3.6998 -0.7137
10 C -3.0373 1.6877 -2.3752
11 C -0.5121 2.8471 -2.6885
12 C -2.0165 -2.9900 2.0528
13 C -3.9793 -1.0200 2.0457
14 C -3.3887 -2.4554 -0.3127
15 C 1.9687 0.2611 -2.6763
16 C -0.5945 -0.9497 -3.5857
17 C 1.1164 -2.1898 -1.8184
18 H 5.1512 0.9812 0.2506
19 H 4.4366 2.7634 -1.2547
20 H -1.3415 4.3166 -0.3950
21 H -2.8064 3.5118 0.1684
22 H -2.7482 4.2322 -1.4945
23 H -3.8410 1.3970 -1.6870
24 H -2.8216 0.8411 -3.0367
25 H -3.3468 2.5645 -2.9608
26 H 0.3109 3.3896 -2.2060
27 H -1.1098 3.5467 -3.2899
28 H -0.0791 2.0754 -3.3326
29 H -2.9576 -3.4562 2.3638
30 H -1.4519 -2.6527 2.9295
31 H -1.4556 -3.7429 1.4747
32 H -4.4192 -1.8766 2.5747
33 H -4.7269 -0.5780 1.3751
34 H -3.6552 -0.2438 2.7440
35 H -4.1231 -3.1555 0.1173
36 H -2.6326 -3.0096 -0.8875
37 H -3.8866 -1.7455 -0.9859
38 H 2.6119 -0.4987 -3.1430
39 H 2.4928 0.6867 -1.8051
40 H 1.7616 1.0666 -3.3903
41 H -0.0304 -1.6490 -4.2218
42 H -0.8717 -0.0497 -4.1483
43 H -1.5136 -1.4507 -3.2429
44 H 1.5536 -2.6108 -2.7368
45 H 0.3328 -2.8553 -1.4372
46 H 1.8876 -2.0904 -1.0469
47 C 2.1752 -4.0934 0.9042
48 C 1.9588 -5.1931 1.7724
49 C 2.9411 -6.1841 1.8733
50 C 4.1014 -6.1395 1.0954
51 C 4.2179 -5.1383 0.1248
52 C 3.2136 -4.1705 -0.0292
53 O 1.4583 -2.8970 0.9140
54 H 0.9326 -2.7479 1.7299
55 H 1.0066 -5.2743 2.3000
56 H 2.8027 -7.0147 2.5580
57 H 4.8972 -6.8817 1.2182
58 H 5.0847 -5.1220 -0.5348
59 H 3.2272 -3.5030 -0.8967
60 S -0.8503 1.6562 2.8107
61 C -0.7602 3.3252 2.4093
62 N 0.3388 4.0705 2.1375
63 C 0.0700 5.4987 2.2756
64 C -1.4343 5.5643 2.4991
65 N -1.8257 4.1630 2.4673
66 H 1.2728 3.6682 2.1728
67 H 0.3884 6.0208 1.3732
68 H 0.6075 5.9285 3.1237
69 H -1.9466 6.1127 1.7060
70 H -1.6912 6.0019 3.4714
71 H -2.7258 3.8152 2.7804

How positive or negative is each atom? The Löwdin charges in e answer that: Pb 0.859; P 0.792; P 0.700; P 0.743; H 0.046; C -0.076; C -0.085; H 0.043; C -0.255; C -0.239; C -0.252; C -0.274; C -0.235; C -0.242; C -0.207; C -0.207; C -0.294; H 0.057; H 0.065; H 0.044; H 0.041; H 0.084; H 0.057; H 0.034; H 0.080; H 0.063; H 0.085; H 0.009; H 0.066; H 0.055; H 0.049; H 0.079; H 0.067; H 0.038; H 0.085; H 0.044; H 0.052; H 0.082; H 0.040; H 0.057; H 0.087; H 0.056; H 0.060; H 0.093; H 0.060; H 0.013; C -0.187; C 0.067; C 0.037; C 0.079; C 0.042; C 0.051; O -0.012; H 0.105; H 0.142; H 0.148; H 0.163; H 0.148; H 0.122; S 0.554; C -0.764; N 0.058; C -0.097; C -0.092; N 0.039; H 0.155; H 0.133; H 0.145; H 0.136; H 0.149; H 0.163

Q: What is the formula in the first record?
A: C12H19F2N6RhS